1.
Below is a 3-piece molecular cluster, C23H50NO7P overall at a distorted geometry, with properties calculated with ωB97M-V/def2-TZVPD.

Geometry as XYZ:
```
82
Properties=species:S:1:pos:R:3:forces:R:3:lowdin_charge:R:1
P 0.865336 -1.704428 -1.763120 -0.76 1.64 -2.09 0.90
O -1.700112 0.793704 2.126140 1.28 0.78 -0.64 -0.13
O 1.998552 -0.970003 0.771509 -0.22 0.16 -0.52 -0.04
O -0.524702 1.948462 -2.191267 -1.19 -0.20 0.29 -0.07
O -1.387345 -0.652267 -0.023090 0.21 -0.39 -0.22 0.08
O 0.079513 -2.245891 0.668747 -0.54 -0.07 -1.12 0.04
O -2.012319 -2.791274 0.041955 -3.94 -3.90 -0.69 0.25
O -2.635368 -0.087004 2.649315 -1.03 -1.12 1.27 -0.03
N -0.015737 -0.787738 -2.706566 0.54 -0.52 0.29 -0.25
C -0.986567 1.406375 5.573985 -0.04 0.22 0.09 -0.11
C 1.014907 -0.523015 -7.764501 -0.09 0.07 0.04 -0.23
C -1.049699 -1.737873 -5.745448 -0.04 -0.04 -0.15 -0.12
C -1.227317 -1.994910 0.205189 3.72 3.77 1.22 -0.61
C -4.435057 0.283290 8.725284 -0.04 0.14 -0.07 -0.11
C 4.227586 0.086911 0.838566 0.57 0.62 -0.89 -0.17
C 0.808091 -1.145189 0.056939 0.55 -0.48 2.37 -0.47
C -3.055841 -0.608212 6.771730 0.02 0.01 -0.15 -0.23
C -0.765918 3.667690 -0.565242 -0.46 -0.25 0.12 -0.03
C 0.190406 1.410721 0.054433 -1.02 -0.34 -0.29 -0.04
C 0.711431 -1.308409 -9.039201 0.15 0.05 -0.05 -0.27
C -1.168297 1.125427 7.061493 0.12 -0.13 -0.07 -0.27
C 0.271626 -2.386878 -6.142000 -0.04 0.10 0.09 -0.27
C 4.354777 1.629886 0.665683 -0.57 -0.50 0.69 -0.23
C 3.559887 2.384567 1.778086 0.75 0.32 -1.05 -0.09
C 1.347848 -1.377362 -6.540487 0.08 -0.11 -0.03 -0.23
C -0.865517 2.132054 -0.807119 1.35 1.20 -0.42 -0.37
C -0.167381 -0.047576 0.467394 -0.11 1.37 0.12 -0.30
C -0.459366 0.072175 1.998846 0.07 -0.98 0.16 -0.09
C -4.180828 0.322617 7.221358 -0.04 -0.13 0.09 -0.27
C -1.676453 -0.286302 7.350050 -0.05 0.01 0.12 -0.23
C 3.115551 -0.539941 -0.010189 1.00 -0.76 -0.01 -0.22
C 1.889025 -2.145417 -9.529507 -0.13 -0.06 -0.04 -0.11
H -0.587210 2.412927 5.432049 0.01 -0.03 -0.09 0.07
H -0.160396 -1.951711 -8.893256 -0.01 0.02 0.03 0.10
H -0.905881 -1.051522 -4.910987 -0.10 -0.07 -0.04 0.03
H -0.622469 -0.894419 2.480610 0.10 0.08 -0.18 0.14
H 0.600902 -0.412990 -3.423910 -0.26 0.23 0.05 -0.02
H -3.314353 -1.636360 7.046702 -0.02 0.02 0.01 0.11
H 2.718971 2.929058 1.339801 -0.12 -0.24 0.23 0.05
H -3.004997 -0.595540 5.678769 0.03 0.00 0.01 0.09
H 1.856493 0.151591 -7.954837 -0.01 -0.02 -0.02 0.11
H -5.099182 0.026723 6.706304 0.03 0.04 -0.04 0.10
H -3.364622 -0.210848 2.019519 0.54 0.45 -0.52 0.12
H -3.565705 0.623542 9.290603 -0.01 -0.03 0.02 0.06
H 0.366813 -3.031642 -1.769809 0.52 0.11 0.73 0.05
H 0.161437 0.122128 -7.537341 0.01 -0.01 0.03 0.10
H -1.494831 -1.186544 -6.576639 0.01 -0.03 -0.01 0.07
H -0.560123 4.161514 -1.516025 0.12 -0.10 0.11 0.08
H -1.168859 1.305202 -2.520059 0.61 -0.18 -0.23 0.07
H 3.539335 -1.435789 -0.490536 -0.15 0.12 0.06 0.11
H -0.957980 -1.010408 6.951880 0.01 0.02 0.00 0.11
H -1.688685 -0.442035 8.433095 -0.01 -0.02 -0.01 0.10
H 4.195616 -0.194008 1.894026 -0.28 -0.05 -0.14 0.12
H 1.632888 -2.653120 -10.461114 0.06 -0.01 0.01 0.07
H 2.169011 -2.911684 -8.804540 0.03 0.02 -0.01 0.06
H 3.994089 1.921252 -0.327659 0.05 -0.09 0.11 0.10
H -1.840036 1.870430 7.497043 -0.02 -0.03 0.01 0.10
H -1.718284 4.073158 -0.206728 0.18 -0.07 0.09 0.08
H 0.103344 -3.103214 -6.951392 0.06 0.00 -0.01 0.10
H -1.875584 1.783142 -0.584011 0.16 -0.12 -0.06 0.14
H 1.537267 -0.707390 -5.693871 -0.02 0.00 0.00 0.10
H 0.352262 0.558058 2.544522 -0.21 0.30 -0.16 0.13
H -5.271625 0.933883 8.986791 0.01 -0.03 0.05 0.07
H -1.930529 1.347297 5.030739 0.05 -0.05 -0.05 0.06
H 0.642720 -2.968996 -5.292122 0.00 -0.02 -0.03 0.10
H 2.176436 -1.694249 -2.292646 0.05 -0.59 0.76 0.02
H 5.170254 -0.320952 0.451215 -0.20 -0.17 0.10 0.11
H 2.286676 -1.912745 -6.714316 0.00 0.03 -0.01 0.10
H 1.166738 1.456751 -0.435080 -0.24 -0.05 -0.25 0.12
H 5.419555 1.877037 0.671823 -0.16 0.13 0.23 0.10
H 2.866412 0.150014 -0.828075 -0.37 -0.03 0.28 0.11
H -3.973549 1.350398 6.911074 0.02 -0.02 -0.03 0.10
H -1.766647 -2.499867 -5.434570 -0.03 0.07 0.04 0.07
H 4.217196 3.151677 2.197141 -0.24 -0.18 0.35 0.07
H -0.283856 0.700335 5.124512 -0.05 -0.04 -0.01 0.07
H 0.305658 1.993991 0.969951 -0.06 -0.22 0.00 0.10
H -0.204773 1.254416 7.563405 -0.04 0.02 0.04 0.10
H -4.682377 -0.729105 9.052202 0.04 0.01 0.02 0.07
H 3.228886 1.669125 2.529837 -0.08 0.32 0.13 0.07
H 2.761865 -1.516655 -9.719012 0.01 -0.02 0.03 0.07
H 0.011411 3.921895 0.160944 -0.09 0.06 -0.13 0.07
H 0.439608 -0.597943 -9.824987 -0.05 -0.01 0.03 0.10
```
Positions in Å, forces in eV/Å.

## Properties
SMILES ... CCCCO[C@@]1([PH2]=N)OC(=O)O[C@]1(COO)C[C@@H](C)O.CCCCCC.CCCCCC
LUMO level ... 0.0120 Eh

***

2.
Below is C23H51B2CrF8NO16 as an isolated structure at a distorted geometry, with properties calculated with ωB97M-V/def2-TZVPD.

Geometry as XYZ:
```
102
Properties=species:S:1:pos:R:3:forces:R:3:mulliken_spin:R:1
Cr 0.997447 3.245624 0.563042 -0.63 1.53 -1.31 4.03
F -3.021730 2.420140 1.866393 0.51 0.09 1.21 0.00
F 0.870069 1.147559 0.294696 -0.06 -0.22 0.53 -0.13
F -0.397415 -0.634271 0.823073 -0.38 -1.07 1.24 0.01
F 0.264328 -0.328936 -1.268408 -0.53 -0.23 -1.44 0.00
F -0.760144 3.058597 1.884847 0.14 -1.23 0.35 0.02
F 1.852698 -0.910315 0.211196 -0.33 -0.12 0.54 0.00
F -2.343698 4.514001 2.278963 -0.58 1.12 0.59 -0.01
F -1.844886 2.914905 3.892836 -0.37 -0.19 -0.51 0.00
O 2.155691 -5.562238 -1.379756 -0.38 0.29 -0.09 0.00
O -2.936627 -0.555379 -1.970874 -0.51 2.92 -0.76 0.00
O -2.893519 -2.694965 -1.460809 0.46 -1.00 0.00 0.00
O 2.252971 2.705650 2.082840 3.28 -1.13 4.35 0.14
O 2.545263 2.969218 4.357078 2.46 -1.33 0.69 0.01
O 4.278266 -5.142558 -2.139265 -2.29 -1.33 0.05 0.00
O 3.916363 1.657949 -2.717132 0.30 1.84 0.74 0.00
O -0.487399 3.465223 -0.974370 -0.28 -0.57 -0.68 0.15
O -4.841330 -0.943440 4.516225 -1.24 -0.93 1.37 0.00
O 2.716297 2.606305 -0.944426 2.13 -0.84 -3.12 0.05
O 3.019641 -6.930264 -2.776633 -0.10 -2.04 -0.73 0.00
O -2.694991 -0.723557 4.246939 -1.47 -0.54 0.63 0.00
O 4.230356 3.705353 -2.187989 0.05 0.89 -1.38 -0.01
O 3.919865 1.626707 3.336823 -0.89 0.49 -0.13 0.01
O -2.672043 -2.242618 -3.586795 0.24 0.80 1.50 0.00
O -4.164852 -0.310567 2.485519 1.01 -0.86 2.68 0.00
N -2.131379 1.116767 -0.121903 -0.47 -0.52 -0.12 0.01
C -6.206777 -0.955130 4.098970 -2.09 -0.05 0.43 0.00
C 4.265070 0.753708 2.258977 -0.05 -0.99 -0.61 0.01
C -1.457137 -0.511485 3.561509 -0.39 1.49 -0.84 0.00
C -7.101649 -1.008230 5.360135 1.03 0.46 -0.44 0.00
C -3.271405 -2.587262 -0.043045 -0.10 0.14 -0.49 0.00
C 0.575185 3.469479 5.748929 0.93 -0.03 -1.14 0.01
C 2.878726 2.463404 3.173747 -2.79 0.95 -2.94 0.05
C 2.140493 -4.363776 -0.615104 -0.54 1.17 1.38 0.00
C 4.080026 -7.688214 -3.487860 0.74 1.85 0.07 0.00
C 1.588039 3.957906 4.631718 -2.18 0.28 -0.19 -0.02
C -2.853912 -1.668998 -2.306672 0.65 -3.98 -1.16 0.00
C -1.644994 2.767589 -3.067287 0.64 -0.29 0.76 0.00
C -2.521463 -1.410742 -4.758468 -1.13 0.17 0.31 0.00
C 3.229889 -5.810250 -2.113874 3.12 1.37 0.22 0.00
C -4.786862 -2.406800 -0.030819 1.06 0.03 0.10 0.00
C 0.231101 4.610979 -3.002953 -1.33 -0.85 -0.56 0.03
C -0.919118 3.929265 -2.232510 0.25 -0.77 1.11 0.01
C 3.364521 0.397416 -2.549856 0.36 -2.65 -1.16 -0.01
C 3.509613 2.630968 -1.909753 -1.24 0.75 3.19 0.11
C 4.421265 -6.934303 -4.789701 -0.91 -0.33 0.36 0.00
C 4.444008 -0.641632 -3.108582 -1.35 0.79 1.32 0.00
C -3.917461 -0.624255 3.670761 1.74 1.05 -4.54 0.00
C 3.953681 4.942201 -1.522565 0.58 0.21 1.12 0.07
B 0.636912 -0.188808 0.039707 2.02 -0.33 -0.86 0.22
B -1.986782 3.223503 2.528155 -0.57 0.38 -0.39 0.17
H -1.672603 4.687936 -2.020911 -0.46 0.33 -0.36 0.00
H 4.422452 -5.851703 -4.662891 0.11 -0.14 0.31 0.00
H -0.919721 0.276401 4.089254 -0.02 -0.21 0.32 0.00
H 3.061066 0.100459 -1.545945 0.23 0.65 0.17 0.00
H -6.509305 -0.104225 3.488603 0.80 0.30 0.18 0.00
H 4.697704 5.678089 -1.827515 0.28 -0.43 -0.32 0.00
H -1.082770 1.833950 -3.085146 1.00 0.14 -0.07 0.00
H 2.001992 4.931097 4.895590 0.68 -0.28 0.03 -0.01
H -6.631236 -1.799107 3.555244 1.52 -0.57 -0.69 0.00
H -1.935484 2.934115 -4.104581 -0.01 0.61 -0.03 0.00
H -6.446305 -0.619693 6.139659 -0.72 0.34 0.42 0.00
H 3.730230 -8.695091 -3.715803 -0.64 0.33 0.25 0.00
H -0.142267 4.777745 -4.013345 0.15 0.17 -0.37 0.00
H -2.508959 2.346577 -2.553066 -0.53 0.77 0.18 0.00
H -7.973934 -0.404661 5.109300 -0.01 0.13 0.64 0.00
H -2.541772 1.473548 0.729203 0.02 0.24 1.03 0.00
H -1.763028 1.925706 -0.601515 0.59 1.06 -0.82 0.00
H -1.875242 -0.546104 -4.607167 -0.12 -0.09 0.14 0.00
H 2.340101 -3.426346 -1.134221 0.53 -0.44 -0.37 0.00
H -2.929449 -3.515126 0.415480 -0.31 -0.37 -0.50 0.00
H 0.858508 3.538426 6.799196 0.72 0.41 -0.14 0.00
H 1.113976 4.081158 3.657972 -0.85 0.34 0.30 0.05
H -5.152598 -2.485877 0.992949 -0.22 0.07 -0.17 0.00
H 1.166763 -4.170110 -0.165169 -0.61 -0.69 -0.75 0.00
H 0.476917 5.592380 -2.597312 0.37 -0.35 0.33 0.01
H 2.695609 -4.428902 0.320692 0.93 -0.24 -0.48 0.00
H -7.432935 -2.008587 5.638760 0.20 -0.03 -0.13 0.00
H -5.179981 -3.174991 -0.696733 -0.33 -0.01 0.24 0.00
H 5.461626 -0.346681 -2.852549 -0.05 0.52 -0.37 0.00
H 3.526133 -0.010853 2.019153 -0.89 0.63 0.03 0.00
H -2.841044 0.577081 -0.596475 0.01 0.30 -0.58 0.00
H 0.462328 2.399382 5.574975 -0.66 0.10 -0.16 0.00
H -0.839892 -1.406254 3.480828 -0.48 -0.12 0.05 0.00
H -4.993723 -1.422307 -0.450444 -0.30 -0.02 0.20 0.00
H 2.470285 0.399941 -3.173106 -0.14 -0.47 0.09 0.00
H -3.531883 -1.139420 -5.064289 -0.03 0.71 0.19 0.00
H 4.962693 -7.822769 -2.862649 -0.15 0.39 0.35 0.00
H -2.208645 -1.991968 -5.625891 0.61 -0.48 0.61 0.00
H 3.568746 -7.182749 -5.421828 0.31 0.20 -0.62 0.00
H 2.999226 5.447436 -1.670356 -0.37 -0.91 -0.28 0.01
H -1.366035 0.475619 0.030658 -0.09 0.02 0.38 0.00
H 4.330548 -1.535380 -2.495039 -0.33 -0.44 -0.58 0.00
H 4.510568 1.283902 1.338802 0.06 0.11 0.22 0.00
H 4.105041 4.760279 -0.458567 -0.31 0.19 0.09 0.02
H 5.056460 0.082188 2.591938 0.56 0.81 0.26 0.00
H 5.371750 -7.220341 -5.240102 -0.15 -0.27 0.04 0.00
H -2.692615 -1.869681 0.538486 -0.16 0.72 -0.61 0.00
H -0.348075 4.038576 5.640138 -0.08 -0.41 -0.23 0.00
H -1.663205 -0.054479 2.593629 0.05 -0.47 -0.05 0.00
H 1.023171 3.864908 -3.067056 0.46 0.40 0.17 -0.01
H 4.288607 -0.794915 -4.176505 0.31 -0.22 0.18 0.00
```
Positions in Å, forces in eV/Å.

## Properties
Total charge ... -1
Expectation value of S² ... 8.75
2S+1 ... 6
LUMO level (spin up / spin down) ... 0.0830 / 0.0830 Eh

***

In eV, the electronic energy values for the records above are, in order, -49767.717, -110454.880.